DFT (ωB97M-V with the def2-TZVPD basis set) results for an isolated molecule of C5H11NO in a non-equilibrium geometry.

Results
HOMO-LUMO gap: 0.36509 Ha
net charge: 0
HOMO level: -8.931 eV
E_LUMO: 1.004 eV
structure (SMILES): OC[C@H]1CCCN1
energy above the lowest of the compared OMol25 structures with the same formula, charge and spin: 1.148 eV

Each line ends with the natural charge from an NBO analysis.
Geometry (Å):
N (1.226, 0.461, 0.057)  -0.623
C (0.699, 1.793, -0.215)  -0.219
C (-0.777, 1.690, 0.165)  -0.419
C (-1.080, 0.185, 0.132)  -0.397
C (0.225, -0.477, -0.385)  -0.076
C (0.435, -1.844, 0.236)  -0.054
O (-0.655, -2.672, -0.119)  -0.722
H (2.137, 0.351, -0.375)  0.364
H (1.293, 2.503, 0.355)  0.199
H (0.749, 2.057, -1.281)  0.160
H (-1.089, 2.133, 1.100)  0.211
H (-1.391, 2.191, -0.589)  0.203
H (-1.984, -0.096, -0.394)  0.220
H (-1.210, -0.203, 1.152)  0.200
H (0.119, -0.629, -1.463)  0.166
H (0.524, -1.713, 1.319)  0.164
H (1.382, -2.271, -0.127)  0.153
H (-0.605, -3.458, 0.431)  0.470